# 1
Below is a 2-piece molecular cluster, C4H8NO3 overall in a non-equilibrium geometry, with properties calculated with ωB97M-V/def2-TZVPD.

Energy above the lowest of the compared OMol25 structures with the same formula, charge and spin = 3.956 eV
Charge = -1
HOMO level = -2.71 eV
E = -437.6601 Eh

The geometry in XYZ format:
```
16
C4H8NO3, DFT ωB97M-V/def2-TZVPD
O 3.053 -0.925 -1.385
O 2.968 -2.634 0.044
O -2.484 0.778 -0.800
N -1.015 1.923 1.769
C -0.271 0.217 0.120
C -1.687 -0.228 -0.069
C 2.396 -1.603 -0.259
C -0.133 1.167 1.289
H 0.862 1.123 1.739
H -1.754 -1.095 -0.724
H -1.870 1.949 1.217
H 3.522 -1.620 -1.877
H 0.421 -0.599 0.304
H 0.186 0.611 -0.794
H -2.284 -0.322 0.830
H -1.911 1.257 -1.404
```

# 2
Below is a 2-piece molecular cluster, C4H8NO3 overall in a non-equilibrium geometry, with properties calculated with ωB97M-V/def2-TZVPD.

Energy above the lowest of the compared OMol25 structures with the same formula, charge and spin = 0.274 eV
Charge = -1
HOMO level = -4.60 eV
E = -437.7954 Eh

The geometry in XYZ format:
```
16
C4H8NO3, DFT ωB97M-V/def2-TZVPD
O 0.371 -0.627 3.010
O -1.335 -0.368 -3.104
O -0.482 0.557 -1.223
N 0.960 0.462 1.114
C -1.142 1.000 2.088
C 0.107 0.169 2.117
C -0.476 -0.243 -2.211
C 0.758 -1.166 -2.289
H -1.902 0.688 2.792
H 0.654 0.728 0.169
H 1.574 -0.714 -1.730
H -0.844 2.008 2.375
H 0.489 -2.181 -2.011
H 1.825 -0.058 1.138
H 1.044 -1.286 -3.336
H -1.600 1.031 1.103
```

# 3
Below is a 2-piece molecular cluster, C4H8NO3 overall in a non-equilibrium geometry, with properties calculated with ωB97M-V/def2-TZVPD.

Energy above the lowest of the compared OMol25 structures with the same formula, charge and spin = 1.219 eV
Charge = -1
HOMO level = -4.33 eV
E = -437.7607 Eh

The geometry in XYZ format:
```
16
C4H8NO3, DFT ωB97M-V/def2-TZVPD
O -0.101 2.891 -0.071
O -0.809 0.779 -0.283
O 2.044 -2.901 0.582
N -0.182 -2.416 0.377
C -2.356 2.735 0.057
C 1.536 -1.059 -0.718
C -0.944 2.020 -0.062
C 1.214 -2.193 0.102
H 0.676 -0.480 -0.874
H -2.660 2.709 1.138
H -3.204 2.245 -0.443
H 2.107 -1.369 -1.574
H 2.192 -0.318 -0.120
H -0.778 -1.551 0.398
H -0.533 -3.202 0.973
H -2.305 3.711 -0.248
```

# 4
Below is C4H8NO3 as an isolated structure in a non-equilibrium geometry, with properties calculated with ωB97M-V/def2-TZVPD.

Energy above the lowest of the compared OMol25 structures with the same formula, charge and spin = 5.598 eV
Charge = -1
HOMO level = -2.93 eV
E = -437.5998 Eh

The geometry in XYZ format:
```
16
C4H8NO3, DFT ωB97M-V/def2-TZVPD
O -1.807 -1.009 -1.118
O 1.781 -0.445 2.220
O -2.046 0.998 -0.852
N 1.358 0.200 0.110
C 2.153 0.119 1.206
C -0.730 1.178 -0.483
C -0.490 -1.198 -0.798
C -0.100 -0.062 0.177
H -1.895 0.208 -1.012
H 0.257 -1.067 -1.627
H -0.353 -2.224 -0.407
H -0.191 1.513 -1.414
H -0.583 2.015 0.244
H 3.139 0.618 1.235
H -0.437 -0.322 1.170
H 1.569 0.583 -0.799
```

# 5
Below is a 2-piece molecular cluster, C4H8NO3 overall in a non-equilibrium geometry, with properties calculated with ωB97M-V/def2-TZVPD.

Energy above the lowest of the compared OMol25 structures with the same formula, charge and spin = 1.178 eV
Charge = -1
HOMO level = -4.45 eV
E = -437.7622 Eh

The geometry in XYZ format:
```
16
C4H8NO3, DFT ωB97M-V/def2-TZVPD
O 1.749 -0.122 0.171
O 2.277 2.039 0.184
O -2.793 -1.598 -1.483
N -0.950 -1.747 -0.291
C 1.898 0.968 0.734
C 1.356 0.925 2.214
C -1.832 -1.019 -0.935
C -1.611 0.512 -0.952
H -2.499 1.082 -0.379
H -0.621 0.737 -0.409
H -1.615 0.898 -1.925
H 0.748 1.787 2.243
H -0.070 -1.404 0.181
H 0.674 0.007 2.295
H 2.118 0.960 3.072
H -0.815 -2.711 -0.384
```

# 6
Below is a 2-piece molecular cluster, C4H8NO3 overall, with properties calculated with ωB97M-V/def2-TZVPD.

Energy above the lowest of the compared OMol25 structures with the same formula, charge and spin = 0.552 eV
Charge = -1
HOMO level = -4.72 eV
E = -437.7852 Eh

The geometry in XYZ format:
```
16
C4H8NO3, DFT ωB97M-V/def2-TZVPD
O 0.711 -1.926 3.255
O 0.663 1.371 -0.277
O -0.976 0.377 -1.441
N 0.507 -1.170 1.094
C -0.162 1.292 -1.230
C -0.197 2.472 -2.216
C -0.665 -1.979 0.791
C 1.053 -1.215 2.317
H -0.597 -2.813 1.492
H -1.599 -1.447 0.948
H 0.072 2.151 -3.224
H -0.640 -2.293 -0.247
H 0.732 -0.309 0.544
H 0.441 3.293 -1.901
H 1.917 -0.531 2.364
H -1.258 2.729 -2.269
```

Among the records above, which one has the highest E?
number 4